[1]
C19H23F3N2ORuS | wB97M-V/def2-TZVPD

Each line ends with the natural charge from an NBO analysis.
CARTESIAN COORDINATES (ANGSTROEM)
Ru: 0.343 -0.225 0.198  0.73
C: -0.729 -0.811 3.676  -0.60
C: -1.607 0.360 3.228  -0.24
C: -3.029 -0.097 2.930  -0.61
C: -0.960 1.140 2.091  -0.06
C: 0.341 1.610 2.240  -0.24
C: 0.928 2.447 1.291  -0.18
C: 0.269 2.759 0.109  0.00
C: 0.935 3.579 -0.954  -0.65
C: -1.024 2.252 -0.066  -0.24
C: -1.640 1.486 0.914  -0.16
H: -1.266 -1.445 4.381  0.23
H: 0.188 -0.482 4.163  0.22
H: -0.441 -1.426 2.818  0.18
H: -1.660 1.063 4.067  0.23
H: -3.056 -0.790 2.087  0.20
H: -3.689 0.741 2.703  0.22
H: -3.440 -0.609 3.799  0.23
H: 0.895 1.366 3.137  0.24
H: 1.941 2.797 1.445  0.24
H: 0.865 4.644 -0.725  0.25
H: 0.471 3.418 -1.927  0.22
H: 1.993 3.325 -1.030  0.24
H: -1.560 2.466 -0.983  0.24
H: -2.644 1.125 0.749  0.24
F: 4.615 0.260 -2.460  -0.31
C: 3.807 0.627 -3.461  0.98
F: 4.298 0.117 -4.599  -0.31
F: 3.867 1.968 -3.562  -0.31
C: 2.387 0.177 -3.233  -0.21
C: 1.546 -0.052 -4.309  -0.09
C: 0.224 -0.410 -4.105  -0.27
C: -0.243 -0.522 -2.809  0.07
N: 0.569 -0.290 -1.781  -0.40
C: 1.873 0.037 -1.950  0.10
S: 2.547 0.207 -0.338  0.06
H: 1.933 0.045 -5.315  0.25
H: -0.436 -0.600 -4.938  0.25
H: -1.262 -0.787 -2.562  0.23
N: -2.621 -3.202 0.455  -0.76
C: -1.504 -2.490 0.365  0.72
O: -1.544 -1.294 0.006  -0.66
C: -0.188 -3.111 0.711  -0.55
C: 0.973 -2.198 0.283  -0.48
H: -3.505 -2.774 0.230  0.42
H: -2.600 -4.178 0.694  0.42
H: -0.122 -4.097 0.242  0.25
H: -0.190 -3.294 1.789  0.25
H: 1.358 -2.525 -0.686  0.20
H: 1.797 -2.308 0.987  0.22

Kohn-Sham gap (alpha / beta) = 8.372 / 7.669 eV
energy above the lowest of the compared OMol25 structures with the same formula, charge and spin = 5.4 kcal per mole
HOMO level (alpha / beta) = -11.3 / -11.3 eV
net charge = +1
E = -46669.2948 eV
multiplicity = 2



[2]
C19H23F3N4O6S | wB97M-V/def2-TZVPD

Each line ends with the natural charge from an NBO analysis.
CARTESIAN COORDINATES (ANGSTROEM)
C: -0.606 3.949 -3.507  -0.63
C: -1.896 3.156 -3.679  -0.38
H: -2.173 3.129 -4.735  0.21
H: -2.700 3.648 -3.130  0.21
C: -1.771 1.709 -3.179  -0.49
C: -1.520 1.699 -1.696  0.71
O: -2.376 1.845 -0.849  -0.63
N: -0.218 1.514 -1.328  -0.64
H: 0.520 1.534 -2.013  0.43
C: 0.069 1.582 0.094  0.10
N: -0.422 0.447 0.811  -0.59
C: -0.291 -0.863 0.397  0.20
C: 0.652 -1.271 -0.549  -0.23
C: 0.791 -2.612 -0.854  -0.17
C: -0.009 -3.548 -0.231  -0.39
C: -0.965 -3.161 0.691  -0.16
C: -1.111 -1.826 0.997  -0.24
H: -1.851 -1.512 1.718  0.22
H: -1.587 -3.910 1.156  0.23
S: 0.318 -5.284 -0.471  2.32
O: 1.378 -5.435 -1.419  -0.93
O: -0.887 -6.032 -0.650  -0.93
N: 0.895 -5.728 1.063  -0.84
C: 1.707 -4.813 1.685  0.29
N: 1.555 -4.447 2.936  -0.18
O: 2.512 -3.513 3.188  -0.27
C: 3.238 -3.299 2.079  0.35
C: 2.780 -4.106 1.079  -0.39
H: 3.132 -4.220 0.077  0.25
C: 4.307 -2.273 2.123  -0.66
H: 3.870 -1.283 1.991  0.24
H: 4.807 -2.299 3.088  0.24
H: 5.026 -2.451 1.329  0.23
H: 0.182 -6.118 1.661  0.42
H: 1.520 -2.949 -1.573  0.24
H: 1.296 -0.559 -1.036  0.21
H: -1.242 0.641 1.369  0.42
C: -0.631 2.889 0.607  0.85
O: -0.559 3.904 -0.025  -0.60
O: -1.187 2.721 1.783  -0.51
C: -1.942 3.827 2.309  -0.07
C: -3.398 3.709 1.889  -0.63
H: -3.462 3.645 0.805  0.24
H: -3.846 2.815 2.314  0.21
H: -3.948 4.581 2.230  0.22
H: -1.501 4.756 1.938  0.21
H: -1.825 3.761 3.392  0.19
C: 1.600 1.759 0.337  0.98
F: 2.106 0.778 1.088  -0.31
F: 1.890 2.898 0.972  -0.31
F: 2.310 1.770 -0.801  -0.33
H: -0.965 1.196 -3.706  0.21
H: -2.710 1.186 -3.364  0.24
H: -0.715 4.935 -3.951  0.22
H: -0.370 4.080 -2.453  0.23
H: 0.226 3.447 -3.999  0.19

Kohn-Sham gap = 9.284 eV
energy above the lowest of the compared OMol25 structures with the same formula, charge and spin = 4.6 kcal per mole
HOMO level = -8.8 eV
E = -57309.2817 eV
multiplicity = 1